A molecular structure, C35H72AsF6NO17S7. Source: the OMol25 dataset; level of theory: ωB97M-V/def2-TZVPD.

Atoms and positions in Å:
O  -0.719  4.654  -2.105
C  -1.988  5.068  -1.776
O  -2.315  6.274  -2.016
O  -2.624  4.418  -0.897
H  -0.662  3.916  -1.472
As  -0.029  0.184  -0.277
F  0.481  0.607  -1.899
F  -0.207  1.891  0.019
F  -0.553  -0.279  1.324
F  0.090  -1.542  -0.701
F  1.608  0.163  0.451
F  -1.754  0.078  -0.683
C  -2.643  -4.250  -1.634
C  -3.847  -4.005  -0.661
N  -3.691  -4.446  0.730
C  -2.673  -3.594  1.394
C  -3.056  -3.078  2.735
C  -3.285  -5.856  0.866
C  -4.150  -6.898  0.165
H  -1.762  -3.774  -1.205
H  -2.989  -3.655  -2.480
H  -2.519  -5.304  -1.869
H  -4.176  -2.982  -0.845
H  -4.673  -4.588  -1.083
H  -1.674  -4.032  1.300
H  -2.547  -2.670  0.818
H  -3.576  -3.819  3.358
H  -2.133  -2.989  3.316
H  -3.712  -2.212  2.800
H  -3.178  -6.010  1.941
H  -2.266  -5.928  0.454
H  -3.824  -7.890  0.466
H  -4.332  -6.731  -0.893
H  -5.113  -6.687  0.647
C  7.160  -0.320  0.274
C  6.009  -1.189  0.664
C  4.718  -0.483  0.234
S  5.120  1.314  0.367
O  4.499  1.858  1.550
O  5.126  1.953  -0.955
C  6.873  1.050  0.827
H  7.246  -0.438  -0.813
H  8.118  -0.763  0.559
H  6.151  -1.466  1.717
H  6.012  -2.237  0.344
H  3.924  -0.718  0.939
H  4.407  -0.697  -0.786
H  6.755  0.933  1.905
H  7.550  1.826  0.483
C  -5.439  0.325  0.840
C  -6.123  0.383  2.251
C  -6.275  1.865  2.458
S  -4.603  2.522  2.061
O  -3.771  2.272  3.230
O  -4.612  3.785  1.330
C  -4.217  1.260  0.915
H  -6.012  0.627  -0.038
H  -5.050  -0.639  0.506
H  -5.505  -0.161  2.958
H  -7.158  0.061  2.116
H  -6.525  2.216  3.461
H  -6.931  2.417  1.785
H  -3.365  0.707  1.310
H  -3.925  1.663  -0.052
C  1.998  -2.790  4.777
C  1.962  -2.010  3.378
C  2.523  -0.601  3.580
S  3.799  -0.722  4.902
O  3.761  0.521  5.631
O  5.068  -1.276  4.469
C  2.848  -1.976  5.818
H  2.307  -3.819  4.615
H  0.983  -2.797  5.176
H  1.001  -2.122  2.887
H  2.719  -2.607  2.864
H  1.790  0.097  3.982
H  3.087  -0.100  2.794
H  2.200  -1.341  6.416
H  3.527  -2.622  6.368
C  -2.934  1.961  -3.564
C  -2.566  0.669  -4.326
C  -3.335  -0.544  -3.604
S  -5.016  0.140  -3.427
O  -5.669  -0.536  -2.313
O  -5.724  0.243  -4.678
C  -4.367  1.791  -3.043
H  -3.046  2.864  -4.162
H  -2.256  2.209  -2.750
H  -1.532  0.408  -4.101
H  -2.796  0.570  -5.384
H  -2.921  -0.584  -2.595
H  -3.370  -1.519  -4.083
H  -4.475  1.910  -1.963
H  -5.028  2.557  -3.446
C  1.834  4.967  2.189
C  1.437  3.485  2.283
C  -0.081  3.415  2.705
S  -0.821  5.101  2.695
O  -0.794  5.666  4.033
O  -2.003  5.206  1.904
C  0.621  5.806  1.778
H  2.734  5.044  1.583
H  1.951  5.188  3.254
H  2.119  3.100  3.046
H  1.752  2.904  1.417
H  -0.494  2.779  3.482
H  -0.591  3.138  1.777
H  0.651  6.895  1.788
H  0.389  5.651  0.717
C  2.795  5.424  -2.162
C  2.704  4.015  -1.550
C  2.365  2.969  -2.657
S  2.719  3.732  -4.275
O  1.425  3.916  -4.888
O  3.791  3.064  -5.001
C  3.450  5.319  -3.528
H  3.347  6.060  -1.466
H  1.815  5.904  -2.241
H  1.997  3.960  -0.725
H  3.719  3.913  -1.169
H  1.338  2.624  -2.664
H  3.143  2.235  -2.450
H  3.216  6.157  -4.179
H  4.498  5.167  -3.273
C  2.783  -3.484  -1.753
C  1.928  -3.085  -2.987
C  2.125  -4.258  -3.973
S  2.325  -5.771  -3.026
O  3.552  -6.484  -3.273
O  1.063  -6.480  -3.030
C  2.423  -4.892  -1.443
H  2.475  -2.862  -0.910
H  3.850  -3.401  -1.963
H  2.386  -2.159  -3.337
H  0.917  -2.784  -2.721
H  3.095  -4.199  -4.472
H  1.356  -4.381  -4.732
H  3.062  -5.406  -0.721
H  1.432  -5.097  -1.032

The calculation puts the LUMO energy at 3.01 eV. The energy is -226751.5219 eV. Its charge is -2. As for the energy above the lowest of the compared OMol25 structures with the same formula, charge and spin: 35.84 kcal per mole. For the HOMO energy, the calculation gives -2.1 eV. The orbital gap is 5.070 eV.